{"formula": "C23H54BN4O3", "method": "ωB97M-V/def2-TZVPD", "symbols": ["C", "O", "C", "C", "B", "N", "O", "C", "C", "C", "C", "N", "O", "C", "C", "C", "C", "H", "H", "H", "H", "H", "H", "H", "H", "H", "H", "H", "H", "H", "H", "H", "H", "H", "H", "H", "H", "H", "H", "H", "H", "C", "C", "N", "C", "C", "C", "C", "H", "H", "H", "H", "H", "H", "H", "H", "H", "H", "H", "H", "H", "H", "H", "C", "C", "N", "C", "C", "C", "C", "H", "H", "H", "H", "H", "H", "H", "H", "H", "H", "H", "H", "H", "H", "H"], "coordinates": [[-1.01, -3.17, 3.50], [-1.72, -2.40, 2.44], [-0.76, -1.77, 1.52], [-1.50, -0.98, 0.24], [-0.25, -0.21, -0.54], [-0.39, 0.98, -1.47], [1.15, -0.71, -0.27], [-2.12, -2.17, -0.70], [-3.76, -2.20, -0.67], [-4.20, -3.24, -1.90], [-4.38, -2.91, 0.71], [-4.43, -0.89, -0.99], [-4.57, -0.66, -2.31], [-3.92, 0.29, -0.22], [-5.19, 0.78, 0.76], [-3.67, 1.59, -1.24], [-2.67, 0.01, 0.79], [0.09, -3.47, 3.18], [-0.98, -2.48, 4.47], [-1.55, -4.17, 3.78], [-0.14, -0.99, 2.18], [-0.09, -2.62, 1.08], [-0.90, 1.75, -0.98], [-0.86, 0.69, -2.36], [1.72, -0.12, -0.84], [-1.68, -3.25, -0.47], [-1.78, -1.95, -1.83], [-5.37, -3.29, -2.01], [-3.63, -3.03, -2.91], [-3.83, -4.32, -1.55], [-4.32, -2.11, 1.58], [-3.71, -3.85, 0.97], [-5.52, -3.19, 0.56], [-6.18, 0.89, 0.15], [-5.32, 0.02, 1.66], [-4.89, 1.85, 1.18], [-4.71, 1.94, -1.68], [-2.92, 1.35, -2.11], [-3.29, 2.47, -0.54], [-3.13, -0.29, 1.84], [-2.15, 1.07, 0.98], [2.70, -1.72, -3.45], [4.21, -1.62, -3.66], [4.60, -1.23, -5.02], [6.04, -1.41, -5.28], [7.01, -0.55, -4.48], [4.03, 0.01, -5.53], [4.29, 1.29, -4.74], [2.25, -2.41, -4.17], [2.49, -2.10, -2.45], [2.21, -0.75, -3.54], [4.62, -2.62, -3.45], [4.63, -0.94, -2.91], [6.23, -1.26, -6.35], [6.29, -2.46, -5.10], [7.03, 0.48, -4.85], [8.03, -0.94, -4.60], [6.78, -0.54, -3.41], [2.94, -0.12, -5.61], [4.35, 0.17, -6.57], [4.17, 1.15, -3.66], [3.57, 2.06, -5.04], [5.29, 1.69, -4.93], [-0.91, 4.91, 4.31], [-0.56, 3.56, 4.94], [-0.53, 2.45, 3.98], [-0.46, 1.13, 4.63], [0.79, 0.80, 5.44], [0.35, 2.61, 2.82], [1.83, 2.86, 3.09], [-1.87, 4.86, 3.78], [-1.01, 5.67, 5.10], [-0.14, 5.25, 3.62], [-1.33, 3.35, 5.69], [0.38, 3.66, 5.48], [-0.61, 0.35, 3.87], [-1.33, 1.04, 5.29], [1.63, 0.57, 4.79], [0.60, -0.09, 6.05], [1.07, 1.61, 6.12], [-0.03, 3.45, 2.22], [0.25, 1.75, 2.16], [2.00, 3.58, 3.89], [2.30, 3.26, 2.18], [2.36, 1.94, 3.33]], "lumo_energy_ha": [0.0161, 0.0026], "multiplicity": 2, "e_homo_ev": [-8.158, -8.158], "total_energy_ha": -1378.1049, "s2": 0.755}

=====

{"formula": "C23H54BrN14O22S2", "method": "ωB97M-V/def2-TZVPD", "symbols": ["C", "C", "N", "C", "C", "N", "C", "O", "C", "S", "C", "Br", "C", "C", "C", "N", "O", "C", "S", "C", "C", "N", "H", "H", "H", "H", "H", "H", "H", "H", "H", "H", "H", "H", "H", "H", "H", "H", "H", "H", "H", "H", "H", "H", "H", "H", "C", "N", "O", "O", "H", "H", "H", "C", "N", "O", "O", "H", "H", "H", "C", "N", "O", "O", "H", "H", "H", "C", "N", "O", "O", "H", "H", "H", "C", "N", "O", "O", "H", "H", "H", "C", "N", "O", "O", "H", "H", "H", "C", "N", "O", "O", "H", "H", "H", "C", "N", "O", "O", "H", "H", "H", "C", "N", "O", "O", "H", "H", "H", "C", "N", "O", "O", "H", "H", "H"], "coordinates": [[-0.45, 4.12, -1.88], [-0.96, 3.44, -0.73], [-0.28, 2.19, -0.21], [0.27, 2.42, 1.17], [1.69, 1.66, 1.38], [0.65, 3.89, 1.20], [-0.75, 2.21, 2.37], [-1.13, 3.46, 3.02], [-2.11, 1.54, 1.87], [-3.36, 1.25, 3.20], [-1.74, 0.30, 0.95], [-3.48, -0.54, 0.39], [-0.86, -0.86, 1.57], [-1.35, -1.46, 2.96], [-0.53, -0.86, 4.20], [0.92, -1.23, 4.19], [-1.02, -0.18, 5.10], [-1.08, 0.93, -0.42], [-2.56, 1.35, -1.52], [-0.23, -0.14, -1.25], [0.02, 0.23, -2.77], [-0.50, -0.45, -3.74], [0.61, 4.55, -1.77], [-1.03, 4.26, -2.83], [-1.89, 3.86, -0.24], [0.56, 2.11, -0.83], [2.53, 2.29, 0.93], [1.74, 0.66, 0.86], [1.91, 1.54, 2.49], [1.40, 4.06, 0.50], [1.15, 4.01, 2.10], [-0.20, 1.62, 3.17], [-1.18, 3.24, 3.98], [-2.60, 2.32, 1.18], [-4.58, 1.79, 2.80], [-0.91, -1.73, 0.83], [0.25, -0.63, 1.68], [-1.07, -2.57, 2.95], [-2.47, -1.44, 3.13], [1.45, -0.45, 3.78], [1.24, -1.44, 5.14], [-2.11, 1.91, -2.70], [-0.85, -1.11, -1.23], [0.77, -0.41, -0.78], [0.72, 1.12, -2.98], [-1.06, -1.20, -3.31], [1.76, -4.77, 4.45], [3.24, -4.83, 4.43], [3.76, -5.91, 4.24], [3.83, -3.78, 4.62], [1.37, -5.77, 4.27], [1.45, -4.41, 5.43], [1.45, -4.09, 3.66], [0.03, -4.52, -1.97], [0.02, -4.70, -0.49], [-0.21, -5.82, -0.06], [0.26, -3.72, 0.18], [-0.20, -5.48, -2.44], [-0.74, -3.78, -2.21], [1.02, -4.18, -2.26], [1.66, 1.82, 6.24], [1.36, 2.95, 5.32], [0.21, 3.32, 5.24], [2.31, 3.44, 4.72], [0.73, 1.49, 6.70], [2.10, 1.02, 5.64], [2.36, 2.17, 6.99], [4.10, -2.59, 0.20], [2.90, -2.40, -0.65], [2.35, -1.31, -0.62], [2.54, -3.34, -1.32], [4.30, -1.67, 0.74], [3.88, -3.41, 0.89], [4.93, -2.84, -0.46], [1.65, -8.26, 0.24], [3.14, -8.31, 0.28], [3.66, -9.40, 0.11], [3.72, -7.26, 0.48], [1.27, -9.26, 0.06], [1.31, -7.89, 1.21], [1.37, -7.59, -0.56], [8.22, -1.57, -2.15], [6.87, -1.21, -1.63], [5.93, -1.92, -1.95], [6.80, -0.22, -0.93], [8.13, -2.47, -2.76], [8.58, -0.73, -2.74], [8.86, -1.75, -1.29], [-4.63, 5.31, 1.33], [-4.92, 4.18, 0.40], [-4.12, 3.97, -0.50], [-5.93, 3.54, 0.61], [-3.70, 5.79, 1.02], [-5.46, 6.01, 1.26], [-4.54, 4.90, 2.33], [-8.48, 2.47, -1.32], [-9.90, 2.91, -1.34], [-10.73, 2.11, -0.96], [-10.12, 4.03, -1.75], [-8.43, 1.45, -0.94], [-8.10, 2.52, -2.34], [-7.93, 3.15, -0.67], [-2.90, 4.38, -6.48], [-2.02, 3.95, -5.36], [-2.50, 3.20, -4.53], [-0.88, 4.37, -5.37], [-3.88, 3.92, -6.35], [-2.97, 5.46, -6.44], [-2.44, 4.04, -7.41], [2.36, 0.27, -5.77], [2.44, 0.20, -7.25], [3.20, -0.61, -7.74], [1.73, 0.97, -7.87], [3.04, -0.47, -5.35], [2.65, 1.27, -5.47], [1.33, 0.05, -5.49]], "lumo_energy_ha": -0.1225, "e_above_lowest_kj_mol": 391.9, "charge": 1, "multiplicity": 1, "e_homo_ev": -11.076, "total_energy_ha": -6699.6077}

=====

Question: Among the records above, which one has the highest multiplicity?
Answer: C23H54BN4O3

=====

Question: Which formula does entry 2 have?
Answer: C23H54BrN14O22S2